Here is a 2-piece molecular cluster, C14H16 overall in a non-equilibrium geometry from the Open Molecules 2025 dataset. Energies are from ωB97M-V/def2-TZVPD.

Computed properties:
- Total charge: 0
- Energy: -14775.9084 eV
- SMILES: Cc1ccccc1.Cc1ccccc1
- Multiplicity: 1

```
30
Properties=species:S:1:pos:R:3:forces:R:3:lowdin_charge:R:1
C -2.314 3.879 -1.333 -2.0323 0.9048 -1.8383 -0.082
C -2.096 2.430 -1.671 1.0642 0.1469 1.7025 -0.257
C -3.146 1.468 -1.633 2.5163 0.4309 -0.6345 -0.032
C -2.703 0.140 -1.691 -0.3293 0.3923 -1.4611 -0.091
C -1.365 -0.158 -1.925 -0.1883 -1.2522 -0.4018 -0.111
C -0.333 0.743 -1.712 -0.9230 0.9812 0.2466 -0.085
C -0.715 2.076 -1.617 -1.1143 -0.9373 0.4292 -0.044
H -3.366 4.009 -1.062 0.1373 0.1106 0.5130 0.071
H -2.274 4.515 -2.232 0.2378 -0.2229 -0.1329 0.080
H -1.675 4.412 -0.646 0.3187 -0.5977 0.5577 0.071
H -4.169 1.774 -1.800 -0.1333 -0.1026 0.6877 0.106
H -3.405 -0.677 -1.770 -0.1925 0.0110 -0.0863 0.096
H -1.142 -1.099 -2.458 -0.0069 -0.0428 1.2611 0.113
H 0.634 0.365 -1.424 0.2529 0.4091 -0.8774 0.046
H -0.010 2.855 -1.370 0.1444 0.0788 -0.1230 0.103
C 1.839 -1.855 4.008 2.6980 -0.3072 0.1500 -0.056
C 1.916 -1.705 2.505 -1.8670 -0.4410 1.4660 -0.300
C 2.267 -0.528 1.898 0.5144 2.0590 -1.0527 -0.058
C 2.120 -0.270 0.516 -0.1935 -2.5254 1.4676 -0.061
C 1.672 -1.392 -0.203 1.2784 1.6854 -0.8160 -0.123
C 1.522 -2.625 0.386 -1.1092 -0.7548 -0.3734 -0.092
C 1.473 -2.787 1.762 0.7577 0.0026 -1.2521 -0.048
H 0.907 -1.917 4.544 -0.6124 0.1999 -0.4164 0.073
H 2.502 -1.122 4.503 -0.5238 -0.0509 -0.1247 0.079
H 2.373 -2.805 4.162 -0.3242 0.0301 0.5007 0.078
H 2.676 0.293 2.480 -0.1466 -0.1737 0.3340 0.107
H 2.440 0.649 0.049 -0.2376 0.1061 0.0577 0.103
H 1.597 -1.218 -1.274 -0.0277 -0.7830 0.0287 0.091
H 1.339 -3.484 -0.249 -0.2045 0.0520 -0.0465 0.103
H 1.189 -3.772 2.149 0.2463 0.5908 0.2345 0.122
```
Forces are in eV/Å.

=====

Here is C14H16BrO4 as an isolated structure in a non-equilibrium geometry from the Open Molecules 2025 dataset. Energies are from ωB97M-V/def2-TZVPD.

Computed properties:
- Total charge: -1
- Energy: -93009.5419 eV
- Multiplicity: 1

```
35
Properties=species:S:1:pos:R:3:forces:R:3:lowdin_charge:R:1
C -1.020 -3.002 3.475 -0.3523 0.4646 0.2157 -0.099
O -0.332 -2.215 2.501 -0.3890 -1.0639 0.4958 -0.085
C -0.342 -2.914 1.324 1.0843 1.0150 -3.1262 -0.529
C 0.336 -2.176 0.221 -1.7711 -4.0027 0.8745 -0.111
C 0.718 -0.896 0.305 0.6200 3.6086 -0.0587 -0.125
O -0.845 -4.035 1.226 0.3043 0.5612 0.3236 -0.015
H -0.824 -2.531 4.444 -0.1128 -0.1556 -0.1579 0.081
H -2.092 -2.968 3.214 0.2756 -0.1722 0.4623 0.092
H -0.694 -4.050 3.432 -0.0632 0.3906 0.2368 0.083
H 0.454 -2.751 -0.709 -0.0496 0.2434 0.5353 0.096
H 1.466 -0.506 -0.400 0.7716 -0.6808 0.9985 0.092
H 0.496 -0.329 1.239 1.1688 -1.0752 -0.2681 0.109
C 0.175 3.251 3.263 -0.0052 0.2543 0.5391 -0.077
C 0.836 2.698 2.054 0.1246 -0.2019 -0.2118 -0.282
O -0.112 2.060 1.218 0.4445 0.0538 -0.3844 -0.024
C 0.507 1.637 0.064 -2.8253 -1.4616 -1.1928 -0.517
C -0.258 0.504 -0.537 -1.4554 1.5880 -0.7965 -0.136
C -0.235 0.365 -2.012 0.3114 0.7683 0.8136 -0.194
C 0.942 0.678 -2.753 -1.4252 -0.6680 0.1217 -0.026
C 1.014 0.268 -4.071 0.1342 0.1107 -0.7095 -0.148
C -0.079 -0.309 -4.727 -0.4556 0.2366 2.3023 -0.758
Br 0.112 -1.010 -6.427 0.0489 -0.3000 -1.0464 0.705
C -1.301 -0.452 -4.021 1.0488 -0.0354 -1.1382 -0.147
C -1.384 -0.092 -2.699 0.2751 0.2779 0.5515 -0.047
O 1.542 2.095 -0.344 0.8573 0.3331 0.3153 0.074
H 0.980 3.522 3.955 -0.2534 0.0755 0.1361 0.076
H -0.380 4.159 3.009 -0.1334 -0.1919 0.1708 0.076
H -0.476 2.509 3.744 0.1113 0.2626 -0.1199 0.083
H 1.368 3.450 1.489 0.0863 0.3728 -0.0511 0.114
H 1.555 1.930 2.282 0.5470 -0.1993 0.5070 0.121
H -1.277 0.363 -0.122 0.7056 0.3249 -0.1254 0.135
H 1.700 1.287 -2.289 0.2927 -0.4020 0.0177 0.093
H 1.955 0.407 -4.604 -0.2526 0.0269 -0.0687 0.093
H -2.140 -0.879 -4.545 -0.2742 0.0382 -0.0615 0.084
H -2.363 -0.067 -2.197 0.6061 -0.3964 -0.1006 0.113
```
Forces are in eV/Å.

=====

Here is C14H16BrRhSe2 as an isolated structure in a non-equilibrium geometry from the Open Molecules 2025 dataset. Energies are from ωB97M-V/def2-TZVPD.

Computed properties:
- Total charge: +2
- Energy: -218503.1904 eV
- Multiplicity: 1

```
34
Properties=species:S:1:pos:R:3:forces:R:3:lowdin_charge:R:1
Rh 0.015 -0.380 -0.818 0.5342 1.4774 -0.0126 0.338
C 2.000 -2.188 1.698 0.1546 0.1455 -0.1033 -0.306
Se 0.180 -2.012 1.065 -0.1591 0.3304 -0.5711 1.038
C 0.113 -3.647 -0.025 -0.0515 -0.1150 0.2497 -0.489
C 1.005 -3.600 -1.229 0.1119 -0.1119 -0.2929 -0.514
Se 0.411 -2.215 -2.467 -0.4584 -0.9642 -0.0776 0.984
C 1.949 -2.248 -3.649 0.2210 0.3448 0.0814 -0.313
H 1.998 -2.990 2.433 -0.0305 -0.0194 0.0148 0.055
H 2.281 -1.252 2.173 -0.0240 0.0024 0.0148 0.045
H 2.679 -2.414 0.882 0.0193 0.0181 0.0056 0.037
H -0.935 -3.781 -0.285 -0.0483 -0.0107 0.0079 0.080
H 0.408 -4.468 0.629 -0.0508 0.0308 0.1139 0.098
H 0.975 -4.551 -1.759 -0.0326 -0.0333 -0.0119 0.098
H 2.038 -3.383 -0.975 0.1098 -0.0356 0.0389 0.066
H 1.934 -3.226 -4.124 -0.0358 -0.0191 0.0026 0.050
H 2.875 -2.091 -3.104 -0.0132 0.0101 0.0159 0.045
H 1.809 -1.474 -4.398 -0.0121 0.0034 -0.0168 0.041
Br -2.507 -0.193 -0.724 0.3740 -0.0799 -0.0899 0.985
C -2.447 1.332 0.405 -0.4071 -0.4024 -0.0664 -0.546
C -3.565 1.748 1.069 -0.3486 0.2192 0.2719 -0.046
C -3.486 2.925 1.838 -0.1793 -0.3074 -0.1344 -0.008
C -2.317 3.636 1.881 0.2703 0.1316 -0.0075 0.035
C -1.179 3.197 1.166 -0.0467 0.1785 0.0493 -0.139
C 0.020 3.941 1.119 -0.0807 0.0698 0.0882 0.063
C 1.107 3.516 0.379 0.2015 -0.0782 -0.1935 -0.013
C 1.056 2.309 -0.321 0.4878 0.1959 -0.0784 -0.042
C -0.068 1.515 -0.227 -0.9325 -1.6226 0.7391 -0.196
C -1.237 1.986 0.439 0.3907 0.6612 -0.0668 -0.240
H -4.490 1.189 1.005 0.0238 0.0750 0.0143 0.129
H -4.356 3.267 2.380 -0.0165 -0.0277 -0.0036 0.132
H -2.252 4.543 2.470 0.0057 -0.0062 -0.0296 0.138
H 0.071 4.884 1.650 0.0096 -0.0089 0.0120 0.143
H 2.002 4.121 0.335 -0.0108 -0.0170 0.0096 0.131
H 1.914 2.002 -0.912 0.0242 -0.0349 0.0266 0.124
```
Forces are in eV/Å.

=====

Here is C14H16CoN2O3 as an isolated structure in a non-equilibrium geometry from the Open Molecules 2025 dataset. Energies are from ωB97M-V/def2-TZVPD.

Computed properties:
- Total charge: 0
- Energy: -61522.9322 eV
- ⟨S²⟩: 3.76
- Multiplicity: 4

```
36
Properties=species:S:1:pos:R:3:forces:R:3:lowdin_charge:R:1
Co 0.000 0.000 0.000 -5.3112 -0.9361 0.0521 0.543
O 0.841 1.101 -1.150 -0.4308 2.5849 -2.4698 -0.167
C 2.110 0.529 -1.466 1.1720 -0.2441 -0.7072 -0.273
C 2.234 -0.889 -0.652 3.9877 -1.3459 -0.3894 -0.482
O 3.362 -1.479 -0.744 -3.7461 2.1734 0.1319 0.031
O 1.218 -1.271 0.026 2.7053 -2.5413 -1.4274 -0.114
C 2.140 0.185 -2.968 0.1458 -0.0101 -0.5888 -0.142
C 0.964 0.137 -3.738 0.2760 0.0300 0.2590 -0.025
C 1.007 -0.148 -5.106 0.2913 -0.0394 0.2442 -0.078
C 2.226 -0.407 -5.727 -0.1102 0.0056 0.1391 -0.089
C 3.400 -0.395 -4.979 -0.2639 0.0602 0.4545 -0.068
C 3.356 -0.108 -3.612 -0.0826 0.0520 0.1446 -0.016
C 3.131 1.596 -1.046 0.8274 0.1641 0.1573 -0.132
C 3.901 1.478 0.122 0.0117 -0.1017 -0.1710 -0.042
C 4.808 2.473 0.497 -0.3298 -0.0530 -0.2537 -0.072
C 4.952 3.619 -0.280 -0.0417 -0.1030 0.0182 -0.086
C 4.185 3.773 -1.431 -0.2524 -0.3328 0.1094 -0.074
C 3.281 2.775 -1.806 -0.0141 -0.3641 0.2115 -0.025
H 0.579 2.008 -1.455 1.0290 -1.2532 -0.0494 0.175
H -0.001 0.304 -3.263 0.1575 0.0268 -0.1148 0.108
H 0.084 -0.183 -5.676 0.1093 0.0187 0.0831 0.103
H 2.259 -0.640 -6.787 -0.0132 0.0521 0.1022 0.102
H 4.352 -0.625 -5.447 -0.1197 0.0507 0.0645 0.105
H 4.278 -0.133 -3.031 -0.2432 0.0646 -0.0882 0.125
H 3.810 0.595 0.754 0.0517 0.0703 -0.3164 0.114
H 5.400 2.342 1.398 -0.0637 0.0216 -0.1171 0.109
H 5.659 4.388 0.013 -0.0644 -0.0751 -0.0574 0.104
H 4.288 4.664 -2.042 -0.0344 -0.1163 0.0569 0.104
H 2.691 2.912 -2.710 0.1133 -0.0880 0.0124 0.120
N 1.831 1.174 2.481 0.1984 0.1005 0.0132 -0.003
N 0.869 0.864 1.462 0.6045 2.3346 2.8388 -0.165
H 1.433 1.700 3.263 -0.2074 -0.3159 -0.4563 0.081
H 2.601 1.742 2.113 -0.5260 -0.4358 -0.1988 0.049
H 0.290 1.689 1.180 0.2426 -0.6135 1.1656 0.087
H 0.257 0.066 1.746 0.4751 1.3011 1.5590 0.029
H -1.401 0.147 0.746 -0.5437 -0.1422 -0.4119 -0.038
```
Forces are in eV/Å.

=====

Ordered ΔE to the lowest compared entry with this formula, charge and spin results: 42.8; 14.8; 0.0; 6.2; unit kcal per mole.